This record from the Open Molecules 2025 dataset describes one molecule with the formula C8H11N3OS2. The level of theory is wB97M-V/def2-TZVPD.

Its SMILES is Cc1nnc(SCC(=O)NC2CC2)s1. The electronic energy is -1347.2962 Eh. The value obtained for the energy relative to the best compared isomer or geometry (same formula, charge and spin) is 0.0 kJ/mol.

```
! RIJCOSX wB97M-V def2-TZVPD def2/J DEFGRID3
* xyz 0 1
C 4.57579 1.46046 0.36441
C 3.43272 0.52732 0.31596
N 2.50070 0.45878 1.19019
N 1.57113 -0.45237 0.95294
C 1.77540 -1.11840 -0.13058
S 0.74555 -2.37465 -0.72359
C -0.48749 -2.40275 0.60782
C -1.35160 -1.14776 0.76067
O -1.92086 -0.93583 1.80359
N -1.45858 -0.38329 -0.34228
C -2.18038 0.84988 -0.35730
C -3.66583 0.81552 -0.15456
C -3.10107 1.11222 -1.50928
S 3.22444 -0.63745 -1.00068
H 4.59222 2.08597 -0.52691
H 5.51289 0.90698 0.40708
H 4.48432 2.08664 1.24754
H -1.13309 -3.25369 0.38320
H 0.02598 -2.58329 1.55160
H -0.92880 -0.63067 -1.16663
H -1.62822 1.68258 0.06724
H -4.11742 1.61407 0.41130
H -4.12073 -0.14797 0.00932
H -3.16541 2.11876 -1.89241
H -3.18166 0.34891 -2.26862
*
```

Mulliken atomic charge list, values in e, 2 entries: number 1, C, carries -0.96; number 2, C, carries 0.54


This record from the Open Molecules 2025 dataset describes an isolated ion of composition C8H11N4 and charge +1. The level of theory is wB97M-V/def2-TZVPD.

The electronic energy is -530.1522 Eh. The value obtained for the energy relative to the best compared isomer or geometry (same formula, charge and spin) is 183.2 kJ/mol.

```
! RIJCOSX wB97M-V def2-TZVPD def2/J DEFGRID3
* xyz 1 1
C -0.96858 -1.73558 0.91542
C -1.34864 -0.37500 0.82269
C 0.24085 -2.19152 0.28127
C 0.60146 -0.05236 -0.39485
C 0.66455 2.21525 -0.91307
C -2.65508 0.25403 1.28412
C 0.96456 -3.42574 0.42409
C 1.31903 3.46010 -1.49510
N 0.98994 -1.28069 -0.30138
N 1.27381 1.00150 -1.07167
N -0.47425 2.29247 -0.34643
N -0.49692 0.40639 0.19157
H -1.51226 -2.41993 1.50105
H 2.20540 0.88489 -1.27884
H -3.34296 -0.47978 1.64513
H -2.92252 0.56116 0.30295
H -2.44688 1.10538 1.84881
H 1.90968 -3.43746 -0.16310
H 0.47398 -4.41299 0.27867
H 1.37781 -3.44671 1.39077
H 0.41044 4.20665 -1.61605
H 1.64076 3.23265 -2.53455
H 2.09582 3.63729 -0.77150
*
```

Mulliken atomic charge list, values in e, 2 entries: number 1, C, carries -0.88; number 2, C, carries 0.86


This record from the Open Molecules 2025 dataset describes an isolated ion of composition C8H11N4 and charge +1. The level of theory is wB97M-V/def2-TZVPD.

Its SMILES is C1=CN2[C@H]3CNCN[C@]34[NH+]=C1[C@H]24. The electronic energy is -530.0406 Eh. The value obtained for the energy relative to the best compared isomer or geometry (same formula, charge and spin) is 476.2 kJ/mol.

```
! RIJCOSX wB97M-V def2-TZVPD def2/J DEFGRID3
* xyz 1 1
C 3.17582 0.81208 0.55191
C 2.49345 1.50506 -0.38035
N 1.35148 0.81525 -0.92227
C 0.06366 0.88944 -0.04441
C -1.30620 0.85703 -0.77936
N -2.34825 -0.07801 -0.32158
C -1.88640 -1.46291 -0.18890
N -0.77088 -1.48028 0.76520
C 0.31093 -0.68753 0.47460
N 1.29741 -0.54687 1.57791
C 2.32976 -0.38599 0.73162
C 1.48597 -0.57422 -0.52383
H 4.05620 0.98221 1.07148
H 2.64794 2.61935 -0.61533
H 0.09729 1.74483 0.64036
H -1.73993 1.80741 -0.76001
H -1.10860 0.65082 -1.81549
H -2.95082 0.24368 0.37956
H -2.70552 -2.19942 -0.00427
H -1.48995 -1.67254 -1.13307
H -0.43648 -2.46841 0.92672
H 1.26897 -0.57149 2.53197
H 1.86707 -1.34550 -1.29440
*
```

Mulliken atomic charge list, values in e, 2 entries: number 1, C, carries -0.36; number 2, C, carries -0.57


This record from the Open Molecules 2025 dataset describes an isolated ion of composition C8H11N4O and charge +1. The level of theory is wB97M-V/def2-TZVPD.

Its SMILES is Cc1cc(C)n2c(=O)[nH][n+](C)c2n1. The electronic energy is -605.4311 Eh. The value obtained for the energy relative to the best compared isomer or geometry (same formula, charge and spin) is 32.6 kJ/mol.

```
! RIJCOSX wB97M-V def2-TZVPD def2/J DEFGRID3
* xyz 1 1
C 0.01448 -3.18706 -1.06194
C 0.06580 -1.84452 -0.46757
C 0.60304 -1.69037 0.83237
C 0.49546 -0.41418 1.43094
C 0.90007 -0.17844 2.81446
N 0.07001 0.63750 0.70158
C 0.09913 2.06902 0.97911
O 0.47461 2.61297 1.96750
N -0.32783 2.62421 -0.13090
N -0.78860 1.65279 -1.10076
C -1.00524 1.91390 -2.45276
C -0.46549 0.38125 -0.51309
N -0.54981 -0.81466 -1.07959
H 0.66404 -3.82221 -0.53443
H 0.31634 -3.12353 -2.04493
H -0.99663 -3.56095 -1.07118
H 1.09121 -2.51376 1.18462
H 1.29627 -1.00126 3.20960
H 0.03445 0.18070 3.30776
H 1.64596 0.58684 2.71223
H -0.34657 3.62466 -0.39275
H -0.00437 2.14152 -2.98862
H -1.62784 2.78056 -2.46836
H -1.65849 0.94503 -2.83329
*
```

Mulliken atomic charge list, values in e, 2 entries: number 1, C, carries -1.33; number 2, C, carries 0.81


This record from the Open Molecules 2025 dataset describes an isolated ion of composition C8H11N4S and charge +1. The level of theory is wB97M-V/def2-TZVPD.

Its SMILES is C/C(=N/N=C(/N)S)[n+]1ccccc1. The electronic energy is -928.3139 Eh. The value obtained for the energy relative to the best compared isomer or geometry (same formula, charge and spin) is 202.7 kJ/mol.

```
! RIJCOSX wB97M-V def2-TZVPD def2/J DEFGRID3
* xyz 1 1
C -1.51001 -0.55632 -2.35640
C -1.04003 0.17900 -1.19943
N -1.21419 1.41157 -1.09685
N -0.80344 2.10842 -0.11646
C 0.41363 2.29699 0.22806
N 0.61720 3.13263 1.22254
S 1.92421 1.60040 -0.52054
N -0.22914 -0.54817 -0.15891
C 0.62495 -1.47786 -0.51530
C 1.21895 -2.32061 0.40643
C 0.97207 -2.07090 1.76368
C -0.02752 -1.20969 2.06536
C -0.65776 -0.45195 1.09900
H -1.77053 0.16418 -3.11962
H -2.52136 -0.89026 -1.94491
H -0.99066 -1.42105 -2.62853
H -0.23058 3.34435 1.52746
H 1.39531 3.79304 1.28361
H 1.24415 0.94053 -1.40925
H 0.80562 -1.57667 -1.62817
H 1.97155 -3.20863 0.23769
H 1.65887 -2.52468 2.43884
H -0.44699 -1.03773 3.00055
H -1.40429 0.32338 1.42116
*
```

Mulliken atomic charge list, values in e, 2 entries: number 1, C, carries -1.47; number 2, C, carries 0.47


This record from the Open Molecules 2025 dataset describes an isolated ion of composition C8H11N4S and charge +1. The level of theory is wB97M-V/def2-TZVPD.

The electronic energy is -928.1152 Eh. The value obtained for the energy relative to the best compared isomer or geometry (same formula, charge and spin) is 357.3 kJ/mol.

```
! RIJCOSX wB97M-V def2-TZVPD def2/J DEFGRID3
* xyz 1 3
C -0.08173 2.83953 2.25364
C 0.18322 2.55938 0.99262
C -1.23967 1.09427 1.84472
C -0.90202 -1.96755 -0.31995
C -0.42895 0.79234 -0.53870
C 0.20233 -1.26638 0.48593
C 1.11719 -0.93158 -1.82665
C 0.70899 -2.39482 -1.90529
N -0.94414 1.91329 2.81120
N -0.27354 -2.84742 -1.29629
N -0.59161 1.45507 0.69049
N 0.71065 -0.28148 -0.55374
S -1.77476 -0.41300 -1.09840
H 0.37492 3.76933 2.66804
H 0.90768 3.20921 0.39351
H -2.19874 0.48061 1.89342
H -1.74087 -2.56329 0.24446
H -0.26939 -0.77073 1.35250
H 0.93134 -2.09687 0.88192
H 2.12480 -0.92156 -2.03412
H 0.58378 -0.42947 -2.73065
H 0.98564 -2.98495 -2.80012
H 0.00343 1.52219 -1.17220
H 1.61144 0.23388 -0.23634
*
```

Mulliken atomic charge list, values in e, 2 entries: number 1, C, carries -0.31; number 2, C, carries -0.21


This record from the Open Molecules 2025 dataset describes one molecule with the formula C8H11N5. The level of theory is wB97M-V/def2-TZVPD.

Its SMILES is [H]/N=C(\C)Cc1nnc(CC=C)nn1. The electronic energy is -584.9226 Eh. The value obtained for the energy relative to the best compared isomer or geometry (same formula, charge and spin) is 810.1 kJ/mol.

```
! RIJCOSX wB97M-V def2-TZVPD def2/J DEFGRID3
* xyz 0 1
H -4.14271 -2.26326 1.55645
N -3.91838 -1.26212 1.83572
C -3.22024 -0.72266 0.78285
C -2.88614 -1.70182 -0.53122
C -2.62286 0.80641 0.69472
C -1.03860 0.63401 0.16751
N -0.16363 0.05149 1.13955
N 1.05939 -0.12445 0.71359
C 1.27081 0.30139 -0.63693
C 2.82616 0.02162 -1.20226
C 3.94745 0.98427 -0.48667
C 4.17622 1.12411 0.97712
N 0.40643 0.92264 -1.59420
N -0.81654 1.09864 -1.16808
H -1.78580 -2.11881 -0.49932
H -3.63962 -2.59727 -0.56366
H -2.95211 -0.98127 -1.46654
H -3.25000 1.50301 -0.02095
H -2.53138 1.35194 1.73462
H 3.03643 -1.13362 -0.99672
H 2.91824 0.16913 -2.35925
H 4.67278 1.59005 -1.21236
H 3.39190 0.86806 1.81532
H 5.26222 1.47847 1.32072
*
```

Mulliken atomic charge list, values in e, 2 entries: number 1, H, carries 0.25; number 2, N, carries -0.68


This record from the Open Molecules 2025 dataset describes one molecule with the formula C8H11N5O. The level of theory is wB97M-V/def2-TZVPD.

Its SMILES is [H]/N=c1/c2[nH]cnc2n(C)c(=O)n1CC. The electronic energy is -660.4381 Eh. The value obtained for the energy relative to the best compared isomer or geometry (same formula, charge and spin) is 115.4 kJ/mol.

```
! RIJCOSX wB97M-V def2-TZVPD def2/J DEFGRID3
* xyz 0 1
H -0.77055 3.08210 0.63616
N 0.06236 2.61915 0.42879
C 0.48499 1.47113 0.55166
C 1.76575 0.94848 0.32143
N 3.02609 1.57502 0.34353
C 3.94732 0.57747 0.05075
N 3.44159 -0.61651 -0.02703
C 2.06023 -0.43066 0.09494
N 1.07170 -1.41299 0.13826
C 1.42097 -2.87400 0.06733
C -0.26740 -1.09291 0.22041
O -1.05036 -2.01783 0.19158
N -0.62653 0.20606 0.46195
C -2.01446 0.31979 0.52620
C -2.68460 0.47334 -0.77142
H 3.20359 2.49753 0.51142
H 5.02803 0.83302 0.08047
H 2.07416 -2.87592 -0.79377
H 1.95487 -3.07558 1.03621
H 0.44738 -3.45614 -0.10415
H -2.19622 1.11523 1.28457
H -2.39612 -0.62591 0.90412
H -3.74152 0.73154 -0.73507
H -2.19205 1.19892 -1.39226
H -2.53136 -0.48396 -1.21561
*
```

Mulliken atomic charge list, values in e, 2 entries: number 1, H, carries 0.25; number 2, N, carries -0.64


This record from the Open Molecules 2025 dataset describes an isolated ion of composition C8H11NO2P and charge -1. The level of theory is wB97M-V/def2-TZVPD.

Its SMILES is CN(CO)P([O-])c1ccccc1. The electronic energy is -858.0405 Eh. The value obtained for the energy relative to the best compared isomer or geometry (same formula, charge and spin) is 216.3 kJ/mol.

```
! RIJCOSX wB97M-V def2-TZVPD def2/J DEFGRID3
* xyz -1 1
C -0.73745 -1.96378 1.20715
N -0.62022 -0.67665 1.73540
C 0.45015 -0.21954 2.44650
O 0.47401 -0.89586 3.75141
P -1.45256 0.66042 0.76507
O -2.74452 0.00623 0.33921
C -0.36035 0.75734 -0.69317
C 0.58283 1.71391 -0.74423
C 1.41674 1.83282 -1.86889
C 1.18558 1.05200 -3.00243
C 0.11597 0.19590 -3.06151
C -0.60845 0.00752 -1.88258
H -1.40983 -1.72316 0.35659
H 0.17660 -2.52184 0.92333
H -1.30890 -2.60919 1.95019
H 0.34186 0.76926 2.76092
H 1.55880 -0.55220 2.11519
H -0.32412 -0.78811 4.21754
H 0.62665 2.20494 0.19122
H 2.25727 2.54803 -1.75442
H 1.74384 1.37286 -3.85849
H 0.06650 -0.37420 -4.00456
H -1.43041 -0.79670 -1.88945
*
```

Mulliken atomic charge list, values in e, 2 entries: number 1, C, carries -0.84; number 2, N, carries 0.11


This record from the Open Molecules 2025 dataset describes one molecule with the formula C8H11NO2S. The level of theory is wB97M-V/def2-TZVPD.

Its SMILES is C/C=C(/C)C(=O)N1CCOC1=S. The electronic energy is -914.7853 Eh. The value obtained for the energy relative to the best compared isomer or geometry (same formula, charge and spin) is 227.2 kJ/mol.

```
! RIJCOSX wB97M-V def2-TZVPD def2/J DEFGRID3
* xyz 0 1
C 0.32881 0.01216 2.35991
C 0.87070 -0.85475 1.24606
C 0.11246 -1.30954 0.27045
C 0.49201 -2.28776 -0.86665
C -1.43169 -1.03176 0.15921
O -2.15001 -1.78636 0.71860
N -1.83499 0.15612 -0.63084
C -0.85051 1.03581 -1.19069
C -1.69915 2.35831 -1.54187
O -3.05381 1.87397 -1.42844
C -3.11888 0.61386 -0.91978
S -4.51950 -0.05941 -0.68739
H 1.12170 0.43427 2.94544
H -0.26948 -0.61993 3.04864
H -0.31336 0.76567 1.77192
H 1.71981 -1.37475 1.58734
H 0.79836 -1.69756 -1.82860
H -0.36207 -2.99299 -1.16017
H 1.39794 -2.92161 -0.54855
H -0.43704 0.49693 -2.11977
H -0.05980 1.32134 -0.60976
H -1.60405 3.23950 -0.87979
H -1.42023 2.61318 -2.48311
*
```

Mulliken atomic charge list, values in e, 2 entries: number 1, C, carries -1.04; number 2, C, carries -0.46


> What is the electronic energy in the second record?

-530.1522 Eh


> Which value of energy relative to the best compared isomer or geometry (same formula, charge and spin) does entry 8 give?

115.4 kJ/mol


> The highest energy relative to the best compared isomer or geometry (same formula, charge and spin) belongs to which entry?

C8H11N5


Copy entry 9 word for word.
This record from the Open Molecules 2025 dataset describes an isolated ion of composition C8H11NO2P and charge -1. The level of theory is wB97M-V/def2-TZVPD.

Its SMILES is CN(CO)P([O-])c1ccccc1. The electronic energy is -858.0405 Eh. The value obtained for the energy relative to the best compared isomer or geometry (same formula, charge and spin) is 216.3 kJ/mol.

```
! RIJCOSX wB97M-V def2-TZVPD def2/J DEFGRID3
* xyz -1 1
C -0.73745 -1.96378 1.20715
N -0.62022 -0.67665 1.73540
C 0.45015 -0.21954 2.44650
O 0.47401 -0.89586 3.75141
P -1.45256 0.66042 0.76507
O -2.74452 0.00623 0.33921
C -0.36035 0.75734 -0.69317
C 0.58283 1.71391 -0.74423
C 1.41674 1.83282 -1.86889
C 1.18558 1.05200 -3.00243
C 0.11597 0.19590 -3.06151
C -0.60845 0.00752 -1.88258
H -1.40983 -1.72316 0.35659
H 0.17660 -2.52184 0.92333
H -1.30890 -2.60919 1.95019
H 0.34186 0.76926 2.76092
H 1.55880 -0.55220 2.11519
H -0.32412 -0.78811 4.21754
H 0.62665 2.20494 0.19122
H 2.25727 2.54803 -1.75442
H 1.74384 1.37286 -3.85849
H 0.06650 -0.37420 -4.00456
H -1.43041 -0.79670 -1.88945
*
```

Mulliken atomic charge list, values in e, 2 entries: number 1, C, carries -0.84; number 2, N, carries 0.11